The following is a quantum chemistry calculation of C24H36N4O as an isolated structure at a distorted geometry, from the Open Molecules 2025 dataset.

The frontier orbital gap is 8.48 eV. As for the spin multiplicity: 1. The value obtained for the energy relative to the best compared isomer or geometry (same formula, charge and spin) is 2524.8 kJ/mol. As for the LUMO energy: 0.0151 Eh.

Last column: Löwdin charge in e.
Cartesian coordinates (Å):
C 4.091 5.808 0.252  -0.077
C 3.415 4.532 0.708  -0.270
C 2.087 4.294 0.784  -0.103
C 1.564 3.301 1.346  -0.170
C 2.364 2.428 1.688  -0.217
C 3.801 2.516 1.820  -0.017
C 4.330 3.701 1.397  -0.055
H 5.491 3.665 1.040  0.171
H 4.536 1.641 2.038  0.148
C 1.793 1.022 2.386  -0.044
N 2.308 -0.279 1.579  -0.139
C 2.140 -1.459 2.087  -0.187
C 0.448 -1.740 2.050  -0.255
N 0.038 -2.000 0.846  -0.098
C 0.103 -0.535 0.152  -0.046
H -0.324 -0.534 -0.602  -0.028
C 1.397 0.067 0.264  -0.216
C 2.309 -0.756 -0.746  -0.085
H 2.329 -2.011 -0.677  0.186
H 1.836 -0.739 -1.670  0.066
C 3.812 -0.239 -1.034  -0.005
O 4.654 -0.604 0.344  -0.097
H 4.064 -0.405 0.992  -0.081
H 4.282 -0.766 -1.630  0.011
H 3.856 0.690 -1.352  0.055
H 1.442 0.946 -0.090  0.067
H -0.650 0.284 0.864  0.198
C -1.246 -2.661 0.672  -0.200
C -1.663 -2.622 -0.596  -0.144
C -2.801 -2.101 -1.365  -0.167
N -2.571 -2.675 -2.738  -0.029
N -1.539 -3.341 -2.969  0.026
C -1.017 -3.513 -1.664  0.005
H -0.161 -3.931 -1.553  0.022
H -3.237 -2.304 -3.460  0.163
C -3.767 -1.378 -0.971  -0.363
H -3.686 -1.001 -0.100  0.072
C -5.266 -1.817 -0.997  -0.131
C -6.262 -0.843 -0.762  -0.271
C -6.030 0.463 -1.369  -0.358
C -4.927 1.146 -1.128  -0.249
C -3.602 0.149 -1.455  -0.032
H -2.651 0.680 -1.477  0.085
H -3.814 0.164 -2.770  0.168
H -4.554 2.083 -1.827  0.187
H -4.813 1.317 -0.248  0.006
H -7.066 1.272 -1.126  0.188
H -6.506 0.453 -2.574  0.184
H -7.231 -1.326 -1.081  0.148
H -6.073 -0.662 0.380  0.171
H -5.283 -2.777 -0.780  0.063
H -5.325 -2.012 -2.376  0.199
H -2.166 -2.031 1.088  0.170
H -1.375 -3.452 1.266  0.091
H 0.316 -2.921 2.651  0.167
H -0.127 -1.369 3.020  0.131
H 2.385 -1.330 3.109  0.114
H 2.622 -2.131 1.656  0.043
H 2.313 0.694 3.399  0.120
H 0.557 1.042 2.798  0.164
H 0.478 3.241 1.345  0.150
H 1.453 5.209 0.570  0.153
H 4.972 5.575 -0.542  0.130
H 3.507 6.496 -0.241  0.018
H 4.450 6.557 1.014  0.095